Entry 1:
Computed, not measured: a molecular structure, C45H52AsCsF3N7S4Si3 at a distorted geometry, with ωB97M-V/def2-TZVPD.

```
116
Properties=species:S:1:pos:R:3:forces:R:3
Cs -0.54252 0.31779 -0.20959 0.2 -0.7 0.9
S 1.68406 1.51068 -2.83939 0.0 0.1 -0.1
C 0.01982 1.80830 -3.20009 0.0 0.1 -0.1
C -0.48820 1.65617 -4.51648 0.0 0.0 0.0
C -1.80993 1.90491 -4.78394 0.0 0.0 0.0
C -2.66193 2.30615 -3.74914 0.0 0.0 0.0
C -2.10731 2.42543 -2.49284 0.1 0.0 -0.1
N -0.82101 2.18928 -2.21028 -0.1 0.6 -0.7
H 0.19242 1.32431 -5.28978 0.0 0.0 0.0
H -2.19344 1.77541 -5.79074 0.0 0.0 0.0
H -3.71345 2.50170 -3.91197 0.0 0.0 0.0
H -2.72661 2.71890 -1.64752 0.0 0.0 0.0
F -1.83323 -7.16648 4.06274 0.1 0.0 0.0
C -0.78101 -6.38756 3.65534 0.0 0.0 0.0
F 0.03526 -6.32559 4.73192 0.0 0.0 -0.1
F -0.14872 -7.12100 2.72158 -0.1 0.0 0.1
C -1.24791 -5.04443 3.17602 0.0 -0.1 0.1
C -2.59029 -4.73560 3.30962 0.0 0.0 0.0
C -3.06444 -3.50247 2.89576 0.0 0.0 0.0
C -2.14280 -2.62959 2.33440 0.0 0.0 0.0
N -0.85356 -2.90520 2.19480 0.2 0.1 0.0
C -0.34395 -4.08852 2.62447 0.0 -0.1 -0.1
S 1.35296 -4.35812 2.49022 0.0 0.1 0.1
H -3.26543 -5.46347 3.74014 0.0 0.0 0.0
H -4.10596 -3.22740 2.98944 0.0 0.0 0.0
H -2.45471 -1.65186 1.97741 0.0 0.0 0.0
S -5.83763 -0.75959 -1.03706 0.0 0.0 0.0
C -4.99698 -2.04702 -1.83287 0.0 0.0 0.0
C -5.42739 -2.90934 -2.83536 0.0 0.0 0.0
C -4.55138 -3.88487 -3.28234 0.0 0.0 0.0
C -3.26944 -4.00255 -2.73557 0.0 0.0 0.0
C -2.83738 -3.14116 -1.74522 0.0 0.0 0.0
C -3.70614 -2.14778 -1.29522 0.0 0.0 0.0
N -3.40177 -1.23017 -0.31021 0.0 0.0 0.0
C -4.39321 -0.45399 -0.03422 -0.1 0.1 0.0
C -4.40753 0.59602 1.00795 0.0 -0.1 -0.1
C -5.64655 1.15821 1.35061 0.0 0.0 0.0
C -5.71633 2.12713 2.33305 0.0 0.0 0.0
C -4.53713 2.51435 2.96816 0.0 0.0 0.0
C -3.32858 1.93359 2.60616 0.0 0.0 0.0
C -3.17530 0.94909 1.60473 -0.1 0.1 0.1
H -6.42235 -2.82405 -3.25386 0.0 0.0 0.0
H -4.86529 -4.56540 -4.06438 0.0 0.0 0.0
H -2.59995 -4.77029 -3.10169 0.0 0.0 0.0
H -1.84277 -3.20900 -1.32158 0.0 0.0 0.0
H -6.56310 0.83309 0.86427 0.0 0.0 0.0
H -6.66792 2.56891 2.60617 0.0 0.0 0.0
H -4.57229 3.27352 3.74596 0.0 0.0 0.0
H -2.44285 2.27875 3.13959 0.0 0.0 0.0
N 2.32044 -1.99343 -3.75508 0.0 0.0 0.0
C 1.27468 -1.91572 -4.64727 0.0 0.0 0.0
C 1.21984 -1.92549 -6.03548 0.0 0.0 0.0
C -0.03466 -1.81561 -6.60907 0.0 0.0 0.0
C -1.19022 -1.69632 -5.82253 0.0 0.0 0.0
C -1.12379 -1.67819 -4.44271 0.0 0.0 0.0
C 0.13025 -1.79470 -3.84817 0.0 0.1 0.0
N 0.48255 -1.76686 -2.50844 0.0 -0.2 0.0
C 1.78055 -1.85822 -2.50015 0.0 0.0 0.1
C 2.64335 -1.82039 -1.31585 0.0 0.1 -0.1
C 3.93346 -2.25497 -1.27238 0.0 -0.1 0.0
S 4.57789 -2.00094 0.28684 0.0 0.0 0.0
C 3.07370 -1.32162 0.77303 0.0 -0.1 0.0
N 2.17072 -1.28731 -0.14549 0.0 0.0 0.0
H 3.29135 -1.86625 -3.97428 0.0 0.1 0.0
H 2.11315 -1.99975 -6.64310 0.0 0.0 0.0
H -0.12556 -1.81092 -7.68856 0.0 0.0 0.0
H -2.15248 -1.59592 -6.30859 0.0 0.0 0.0
H -2.00968 -1.55678 -3.83454 0.0 0.0 0.0
H 4.50865 -2.73805 -2.04404 0.0 0.0 0.0
H 2.92572 -0.96008 1.77902 0.0 0.0 0.0
C 0.77207 -1.19329 4.29897 0.0 -0.1 0.0
C 1.14953 0.08004 3.70708 0.0 0.0 0.0
N 1.46482 1.09314 3.26463 0.1 -0.1 0.0
H -0.30357 -1.21604 4.46375 0.0 0.0 0.0
H 1.29894 -1.32058 5.24412 0.0 0.0 0.0
H 1.02302 -2.02638 3.63200 0.1 0.0 0.0
C 4.70562 5.40629 1.99687 0.0 0.0 0.0
Si 3.67384 3.84352 2.22865 0.0 -0.1 0.0
C 3.39262 3.75306 4.08281 -0.1 0.0 0.0
C 4.72974 2.38147 1.67299 0.0 0.0 0.0
As 1.67064 3.67433 1.00841 0.0 0.3 -0.1
Si 0.20312 4.95781 2.31545 0.0 0.0 0.0
C -1.35127 5.16607 1.29329 0.0 0.0 -0.1
C -0.23542 4.05782 3.89966 0.0 0.0 0.0
C 0.81448 6.67035 2.82669 0.0 0.0 0.0
Si 2.18473 5.20062 -0.72452 0.0 -0.1 -0.1
C 0.76841 5.27222 -1.93894 0.0 0.0 0.0
C 2.55339 7.00460 -0.28667 0.0 0.0 0.1
C 3.69831 4.50237 -1.58450 0.0 0.0 0.0
H 5.62704 5.29431 2.57737 0.0 0.0 0.0
H 4.18119 6.28933 2.36690 0.0 0.0 0.0
H 4.97941 5.58494 0.95710 0.0 0.0 0.0
H 4.35180 3.58499 4.58173 0.0 0.0 0.0
H 2.71198 2.94475 4.34488 0.0 0.0 0.0
H 2.97651 4.69125 4.45831 0.0 0.0 0.0
H 5.19876 1.88875 2.52845 0.0 0.0 0.0
H 5.52006 2.70010 0.98912 0.0 0.0 0.0
H 4.12007 1.64244 1.15081 0.0 0.0 0.0
H -1.79514 4.19558 1.05891 0.0 0.0 0.0
H -1.13612 5.67081 0.34890 0.0 0.0 0.0
H -2.09728 5.75278 1.83742 0.0 0.0 0.0
H -0.40946 2.99714 3.72237 0.0 0.0 0.0
H -1.15068 4.49764 4.30744 0.0 0.0 0.0
H 0.55500 4.14741 4.64602 0.0 0.0 0.0
H 0.76405 7.37650 1.99655 0.0 0.0 0.0
H 1.84555 6.65068 3.18520 0.0 0.0 0.0
H 0.18163 7.04746 3.63580 0.0 0.0 0.0
H -0.05081 5.89341 -1.56855 0.0 0.0 0.0
H 0.38278 4.27498 -2.14082 0.0 -0.1 0.0
H 1.12238 5.70163 -2.88126 0.0 0.0 0.0
H 1.63087 7.55447 -0.09055 0.0 0.0 0.0
H 3.03187 7.45846 -1.16032 0.0 0.0 0.0
H 3.21393 7.13671 0.56906 0.0 0.0 0.0
H 3.44545 3.52490 -2.00085 0.0 0.0 0.0
H 4.54938 4.38513 -0.91045 0.0 0.0 0.0
H 3.99925 5.16052 -2.40509 0.0 0.0 0.0
```
Positions in Å, forces in eV/Å.

Values from the calculation:
- Energy relative to the best compared isomer or geometry (same formula, charge and spin): 0.0 kcal/mol
- Net charge: -2
- HOMO energy: -2.1 eV
- E_tot: -7146.26917 Eh

Here are the Mulliken charges for atoms 1 to 2, given in e: 0.8869 -0.4205


Entry 2:
Computed, not measured: a single C2H2ClF molecule at a distorted geometry, with ωB97M-V/def2-TZVPD.

```
6
Properties=species:S:1:pos:R:3:forces:R:3
F -1.87363 -0.18973 -0.09147 -1.5 1.4 -0.3
C -0.58355 -0.33737 -0.07062 2.6 1.0 1.2
C 0.45450 0.54973 -0.02978 -3.1 -3.3 -0.4
Cl 1.92886 -0.27136 -0.07881 1.6 0.0 0.2
H -0.37067 -1.32644 0.23837 0.5 -1.2 -0.5
H 0.44450 1.57517 0.03231 -0.1 2.1 -0.2
```
Positions in Å, forces in eV/Å.

Values from the calculation:
- SMILES: F/C=C/Cl
- Energy relative to the best compared isomer or geometry (same formula, charge and spin): 17.0 kcal/mol
- HOMO energy: -9.3 eV
- E_tot: -637.40871 Eh

Here are the natural (NBO) charges for atoms 1 to 2, given in e: -0.3023 0.2464


Entry 3:
Computed, not measured: a molecular structure, C11H20N4PV at a distorted geometry, with ωB97M-V/def2-TZVPD.

```
37
Properties=species:S:1:pos:R:3:forces:R:3
C 1.98533 -1.19560 -2.43215 -2.4 -0.3 -1.8
C 1.45153 -2.54288 -2.22839 0.0 1.3 -0.2
C 0.11064 -2.64627 -2.69070 0.5 0.5 0.3
C -0.27788 -1.36990 -3.17699 1.3 0.9 -0.3
C 0.83989 -0.42522 -3.12227 0.8 -2.7 1.1
V 1.18811 0.77888 -1.20267 0.3 -0.6 -1.3
P 3.25986 1.87813 -0.73847 -1.0 -0.1 -0.1
H 3.03051 -0.99901 -2.69635 -0.4 -0.1 0.5
H 2.02531 -3.36920 -1.80412 -0.1 0.3 -0.2
H -0.50662 -3.58119 -2.73333 0.6 1.2 0.3
H 1.01452 0.46314 -3.74982 -0.3 -0.4 0.2
H -1.23606 -1.14244 -3.63718 0.1 0.0 0.1
H 3.41890 2.92892 -1.71653 0.3 -0.4 0.8
H 4.53449 1.22441 -0.73158 0.0 0.6 0.2
H 3.22539 2.57676 0.52137 0.9 0.0 -0.6
C -1.35592 -0.77329 0.18087 -0.3 0.2 0.5
N -0.15355 0.13474 0.26521 -1.1 0.3 1.1
C 0.53591 -0.16862 1.55317 -0.7 0.0 1.1
N -0.34943 0.03754 2.74134 0.0 0.1 -1.0
C -1.51715 -0.85862 2.57977 0.0 0.3 -0.2
N -2.26911 -0.58504 1.33393 0.8 0.5 -0.1
C -2.71274 0.82605 1.36432 0.4 -0.1 0.0
N -1.58523 1.78523 1.51687 0.9 -0.8 -0.7
C -0.67480 1.55360 0.32949 -1.5 -0.2 1.3
C -0.80726 1.44160 2.73161 -0.2 -0.2 -0.2
H -1.01095 -1.81376 0.18440 0.0 0.3 -0.2
H -1.91595 -0.55483 -0.73566 0.3 -0.1 0.1
H 1.40709 0.48752 1.66423 -0.1 -0.2 -0.1
H 0.82291 -1.22897 1.57080 0.2 0.4 -0.3
H -2.19904 -0.72057 3.43116 0.2 -0.1 -0.2
H -1.15444 -1.89653 2.54588 -0.2 0.3 0.1
H -3.22083 1.05016 0.41438 0.0 0.0 0.3
H -3.40637 0.95931 2.20508 0.1 0.0 -0.2
H 0.17399 2.25175 0.43005 0.0 -0.1 -0.3
H -1.30943 1.77762 -0.54530 0.6 -0.2 0.1
H -1.43803 1.62143 3.61099 0.2 0.0 -0.1
H 0.07640 2.09515 2.76660 -0.3 -0.1 0.1
```
Positions in Å, forces in eV/Å.

Values from the calculation:
- Spin multiplicity: 3
- HOMO energy (spin up / spin down): -6.5 / -5.0 eV
- E_tot: -1935.29855 Eh

Here are the natural (NBO) charges for atoms 1 to 2, given in e: -0.4834 -0.2432


Entry 4:
Computed, not measured: 2 unconnected molecules or ions with the total composition C6H17N2O at a distorted geometry, with ωB97M-V/def2-TZVPD.

```
26
Properties=species:S:1:pos:R:3:forces:R:3
C 2.14659 1.85091 -0.04470 -0.7 1.5 -4.8
C 2.47736 -0.23218 -2.07629 1.0 0.6 0.6
C 0.06156 -0.50927 -2.07037 -1.1 -0.5 -1.2
C -2.04165 -0.16423 2.74065 0.1 0.6 -2.0
C -2.32025 -1.56723 0.73845 -0.1 4.1 1.4
C 1.07666 0.88823 -0.37804 0.2 -2.4 -1.9
N 1.11155 0.11086 -1.57517 0.9 0.9 3.9
N -1.31924 -0.74319 1.55524 -0.1 -1.8 0.5
O -0.24453 1.18429 -0.07149 0.3 0.6 -0.1
H 2.48093 2.47535 -1.00565 -0.4 -1.3 1.4
H 3.00183 1.41207 0.30500 2.1 -0.8 1.3
H 1.78033 2.66979 0.47821 -0.7 1.0 1.9
H 2.29472 -0.87011 -2.89068 0.0 -0.9 -1.1
H 2.97867 0.67992 -2.48964 -0.4 -0.7 0.7
H 3.18739 -0.79756 -1.34994 -1.7 1.3 -0.9
H 0.19820 -1.06785 -2.98833 0.2 0.0 0.2
H -3.26338 -0.98853 0.66487 0.7 -0.6 0.1
H -0.98945 -0.45963 -1.71577 1.3 0.5 0.0
H -2.68295 -0.76931 3.33157 -1.0 -1.3 -0.7
H -1.34520 0.03663 3.45941 2.2 1.5 1.6
H -2.52923 0.69497 2.30271 -0.3 0.3 0.6
H -2.37007 -2.46557 1.17803 -1.0 -3.1 2.2
H -1.91571 -1.80455 -0.14827 1.4 -0.1 -3.6
H -0.78830 -0.04943 0.99639 -1.1 0.8 -0.3
H -0.49450 -1.29984 1.84330 -0.9 -0.4 0.1
H -0.49134 1.78546 -0.78951 -1.0 0.3 0.0
```
Positions in Å, forces in eV/Å.

Values from the calculation:
- Energy relative to the best compared isomer or geometry (same formula, charge and spin): 120.0 kcal/mol
- Net charge: +1
- HOMO energy (spin up / spin down): -10.1 / -10.0 eV
- E_tot: -423.16842 Eh

Here are the natural (NBO) charges for atoms 1 to 2, given in e: -0.6733 -0.4185


Entry 5:
Computed, not measured: 2 unconnected molecules or ions with the total composition CH4O2S at a distorted geometry, with ωB97M-V/def2-TZVPD.

```
8
Properties=species:S:1:pos:R:3:forces:R:3
C 0.46206 -0.45819 0.02450 1.8 2.2 -0.1
O -2.15432 -0.91778 1.24495 1.4 -0.1 -1.2
O -0.53683 0.52089 2.36589 1.1 0.0 0.8
S -1.01522 -0.02242 1.13940 -1.2 3.0 -1.3
H 0.47819 -1.47874 0.22026 0.3 -2.1 -0.5
H 0.46682 -0.11708 -1.06661 -1.1 -0.8 1.6
H 1.49976 -0.02881 0.38462 -2.5 -0.5 0.1
H -1.46768 2.02433 0.14292 0.2 -1.7 0.5
```
Positions in Å, forces in eV/Å.

Values from the calculation:
- Energy relative to the best compared isomer or geometry (same formula, charge and spin): 111.7 kcal/mol
- HOMO energy (spin up / spin down): -10.4 / -9.3 eV
- E_tot: -588.98986 Eh

Here are the natural (NBO) charges for atoms 1 to 2, given in e: -0.8159 -0.8530


Entry 6:
Computed, not measured: a single C2H4NP molecule at a distorted geometry, with ωB97M-V/def2-TZVPD.

```
8
Properties=species:S:1:pos:R:3:forces:R:3
C -0.08243 1.29360 -0.40640 -0.3 -0.7 1.0
P -1.43544 0.28024 -0.27756 -0.6 1.4 1.0
C -0.29392 -1.25642 0.09652 3.6 -1.4 1.2
N 0.82965 -1.63294 0.28809 -2.8 0.2 -0.7
H 0.72979 1.22920 0.33018 -0.4 0.5 -0.3
H 0.18196 1.43891 -1.41809 0.5 0.4 -1.0
H -1.75626 0.39817 1.17905 0.4 -0.6 -1.2
H 1.82665 -1.75077 0.20821 -0.4 0.2 0.0
```
Positions in Å, forces in eV/Å.

Values from the calculation:
- SMILES: C=[PH]=C=N
- Energy relative to the best compared isomer or geometry (same formula, charge and spin): 69.3 kcal/mol
- HOMO energy (spin up / spin down): -7.6 / -7.6 eV
- E_tot: -474.56326 Eh

Here are the natural (NBO) charges for atoms 1 to 2, given in e: -0.9826 0.5489